Entry 1:
Formula: C5H9NO4S
Source: the Open Molecules 2025 dataset
Level of theory: ωB97M-V/def2-TZVPD

Structure (XYZ):
```
20
C5H9NO4S, DFT ωB97M-V/def2-TZVPD
C -2.82520 -0.52404 0.29482
C -2.75434 0.66083 -0.27923
C -0.92911 0.38292 0.82706
C 0.42349 -1.87942 -0.30708
C 2.16980 1.62188 -0.80126
N 0.46662 -0.42381 -0.37631
O 1.73296 0.50177 1.61890
O 2.99118 -0.71095 -0.15246
O -1.78469 -0.58806 1.21808
O -1.58261 1.28126 0.08454
S 1.86754 0.13689 0.19084
H -3.62912 -1.23468 0.45368
H -3.54835 1.04779 -0.97166
H -0.26891 0.83463 1.50584
H 0.16853 -2.21161 0.74381
H -0.41780 -2.34986 -0.83878
H 1.40369 -2.46131 -0.47501
H 1.77159 1.60380 -1.85290
H 1.56271 2.28050 -0.17208
H 3.18201 2.03148 -0.71082
```

Properties
**Lowest unoccupied orbital energy (alpha / beta)**: 0.0281 / -0.0974 Ha
**HOMO (alpha / beta)**: -4.87 / -9.37 eV
**2S+1**: 3
**Relative energy (zero: lowest compared OMol25 entry of this formula, charge and spin)**: 5.0 kJ/mol
**Maximum force**: 0.093 Eh/bohr

Löwdin population analysis, charges in e, atoms 1 to 2:
1 C -0.068
2 C -0.077

Entry 2:
Formula: C44H80O26S7
Source: the Open Molecules 2025 dataset
Level of theory: ωB97M-V/def2-TZVPD

Structure (XYZ):
```
157
C44H80O26S7, DFT ωB97M-V/def2-TZVPD
C -4.87230 -2.12059 -0.14917
C -4.64919 -2.61422 1.29761
C -4.64300 -4.13785 1.43659
O -3.59984 -4.37583 2.35689
C -2.82872 -3.30506 2.53234
O -1.85055 -3.21697 3.16366
O -3.31177 -2.26714 1.76826
H -5.83652 -2.44835 -0.54493
H -4.15095 -2.52612 -0.86508
H -4.86607 -1.02390 -0.20416
H -5.36943 -2.22824 2.02008
H -4.41891 -4.63238 0.47644
H -5.54393 -4.55744 1.87921
C 1.28236 -3.59980 3.90854
C 1.93380 -2.45394 4.66778
C 1.44578 -1.09407 4.16777
O 1.36264 -0.31340 5.36425
C 1.49028 -1.13593 6.42793
O 1.53048 -0.73575 7.52500
O 1.57039 -2.43256 6.07017
H 0.27604 -3.82178 4.23286
H 1.83989 -4.53563 4.04478
H 1.33444 -3.34875 2.83048
H 3.04725 -2.53690 4.56850
H 0.44083 -1.26722 3.78473
H 2.02642 -0.49967 3.44306
C -0.94282 -3.18805 -5.42125
C -1.29126 -1.77517 -4.93262
C -2.21985 -0.97726 -5.84551
O -3.12459 -0.36075 -4.98130
C -3.04534 -0.91538 -3.73989
O -3.69765 -0.60508 -2.83246
O -2.14787 -1.90012 -3.71473
H -0.35624 -3.72195 -4.68801
H -0.31811 -3.15496 -6.31672
H -1.80224 -3.76846 -5.73827
H -0.43845 -1.18757 -4.61792
H -2.80753 -1.56523 -6.59033
H -1.66395 -0.20517 -6.40362
C -1.02966 0.37259 -1.51818
C -0.50593 0.65889 -0.14467
C -1.16083 -0.26204 0.88197
O -0.01120 -1.07020 1.45791
C 1.10625 -0.64214 0.79652
O 2.14781 -1.15946 1.11690
O 0.88466 0.29649 -0.11569
H -0.56710 0.97794 -2.26864
H -2.12112 0.55089 -1.49265
H -0.85477 -0.66580 -1.81523
H -0.56517 1.69800 0.14379
H -1.90219 -0.88482 0.34546
H -1.68236 0.21062 1.69041
O -5.32283 2.73101 -6.17360
S -4.31370 3.46752 -5.51306
O -4.45029 4.89326 -5.49067
C -3.89423 2.79643 -3.91265
C -2.36932 2.78243 -3.85600
C -1.73903 3.41744 -5.09171
C -2.71865 2.99713 -6.16639
H -4.25220 1.78798 -3.82693
H -4.40052 3.37918 -3.12917
H -1.99055 3.25123 -2.93548
H -2.00416 1.75132 -3.76120
H -0.76164 2.99168 -5.25125
H -1.65227 4.53037 -5.04798
H -2.88734 1.95224 -6.39731
H -2.65752 3.49666 -7.12755
O 1.49385 2.57823 -3.76485
S 1.90491 1.28289 -4.22252
O 0.86865 0.51408 -4.84648
C 3.33082 1.35415 -5.37072
C 4.43430 0.79345 -4.55925
C 4.12040 0.95565 -3.04842
C 2.76612 0.42165 -2.86830
H 3.50770 2.42136 -5.58038
H 3.12288 0.90145 -6.31146
H 4.65206 -0.23253 -4.79724
H 5.35946 1.31489 -4.81744
H 4.11734 2.01293 -2.80186
H 4.76845 0.37122 -2.42475
H 2.37370 0.61402 -1.88613
H 2.70943 -0.65520 -3.10734
O 5.93831 -2.89920 0.00117
S 5.35681 -3.96897 0.79375
O 4.35905 -4.81351 0.09444
C 6.55366 -5.08860 1.57963
C 6.21179 -4.98363 3.03535
C 5.80884 -3.56274 3.29614
C 4.65497 -3.36491 2.31378
H 7.61237 -4.78639 1.42430
H 6.50624 -6.03319 1.03027
H 5.32380 -5.59182 3.31798
H 7.05149 -5.29939 3.69579
H 6.63629 -2.87764 3.10624
H 5.55271 -3.41065 4.30669
H 4.35968 -2.34281 2.07130
H 3.80288 -3.91985 2.63916
O -2.27884 3.40240 5.22950
S -3.56553 2.72974 5.17828
O -4.52940 2.94134 6.23048
C -4.29272 2.97521 3.56517
C -3.90223 1.74766 2.76910
C -4.00653 0.54510 3.69389
C -3.16305 0.94388 4.89436
H -3.89940 3.94195 3.22836
H -5.35730 2.95638 3.70800
H -4.51798 1.70784 1.84913
H -2.85740 1.83313 2.43135
H -3.69893 -0.41996 3.28368
H -5.02199 0.36691 3.98104
H -2.10791 0.84021 4.63994
H -3.44773 0.41315 5.79740
O 1.93804 3.13499 2.34308
S 0.69585 3.09913 3.10301
O -0.28270 2.16342 2.58009
C 0.99265 2.77833 4.81455
C 1.08778 4.21527 5.46955
C 0.61065 5.30271 4.51818
C -0.03337 4.71355 3.26512
H 1.87829 2.15159 4.91363
H 0.13319 2.26846 5.20067
H 0.47555 4.16674 6.35915
H 2.11716 4.37897 5.77916
H 1.43595 5.97176 4.17792
H -0.09322 5.94233 5.07057
H 0.22203 5.24573 2.35940
H -1.11057 4.58154 3.36290
O -2.82634 -4.33080 -1.08771
S -1.44582 -4.70318 -1.40324
O -1.17790 -5.15795 -2.73015
C -0.32365 -3.32321 -0.94726
C 0.78770 -4.06182 -0.27839
C 0.12658 -5.06345 0.60372
C -0.82759 -5.88286 -0.19540
H -0.87728 -2.67516 -0.29439
H -0.06195 -2.84962 -1.91159
H 1.31016 -4.58323 -1.09869
H 1.47080 -3.39572 0.23858
H -0.40641 -4.50214 1.36642
H 0.90180 -5.59248 1.12487
H -1.68898 -6.30801 0.31764
H -0.25980 -6.67938 -0.67000
O -0.17764 3.75754 -0.67874
S 0.74877 4.88574 -0.75901
O 0.46279 6.02489 0.11115
C 2.41227 4.29629 -0.62700
C 3.13085 4.60033 -1.85644
C 2.37191 5.71958 -2.59010
C 0.89962 5.39918 -2.46727
H 2.40518 3.26420 -0.31479
H 2.88748 4.82754 0.18803
H 4.19184 4.79168 -1.77565
H 3.07581 3.74318 -2.54195
H 2.75144 5.66686 -3.62371
H 2.50279 6.74178 -2.22071
H 0.55747 4.60269 -3.12694
H 0.29114 6.29090 -2.62468
```

Properties
**Lowest unoccupied orbital energy**: -0.0004 Ha
**HOMO**: -10.01 eV
**Relative energy (zero: lowest compared OMol25 entry of this formula, charge and spin)**: 0.0 kJ/mol
**Maximum force**: 0.064 Eh/bohr

Löwdin population analysis, charges in e, atoms 1 to 2:
1 C -0.017
2 C -0.268

Entry 3:
Formula: C5H13NO2
Source: the Open Molecules 2025 dataset
Level of theory: ωB97M-V/def2-TZVPD

Structure (XYZ):
```
21
C5H13NO2, DFT ωB97M-V/def2-TZVPD
O 2.03920 -0.79691 -0.52579
C 1.44798 -1.97224 -0.85029
N 0.31192 -2.54828 -0.62857
C -1.22712 -0.21000 -1.21129
C -1.35295 -0.27415 0.17434
C -1.29861 0.95399 1.00719
C -0.02975 1.01091 1.89642
H 2.26222 -2.63635 -1.18327
H 0.49236 -1.89327 0.19136
H -1.45003 -1.11634 -1.74919
H -1.20851 0.80603 -1.58826
H -1.53536 -1.16363 0.76997
H -0.18896 -0.23743 -0.53813
H -2.20261 1.13379 1.58374
H -1.20040 1.86107 0.40443
H 0.01767 1.99716 2.34539
H 0.84479 0.96150 1.25213
H 0.06082 0.17495 2.58774
H 1.75621 0.01223 -0.97977
H 1.51523 2.23942 -1.77933
O 0.94591 1.69756 -1.17883
```

Properties
**Lowest unoccupied orbital energy (alpha / beta)**: -0.1842 / -0.2751 Ha
**Total charge**: +1
**HOMO (alpha / beta)**: -13.83 / -13.83 eV
**2S+1**: 2
**Relative energy (zero: lowest compared OMol25 entry of this formula, charge and spin)**: 620.7 kJ/mol
**Maximum force**: 0.115 Eh/bohr

Löwdin population analysis, charges in e, atoms 1 to 2:
1 O 0.018
2 C -0.354